--- w ---
C5H10FN | the ωB97M-V functional and the def2-TZVPD basis

Computed properties:
* charge: 0
* HOMO-LUMO gap: 10.13 eV
* HOMO level: -9.1 eV
* structure (SMILES): C[C@@]1(CF)CCN1

```
17
Properties=species:S:1:pos:R:3:nbo_charge:R:1
C -1.54 0.16 0.84 -0.61
C -0.30 0.09 -0.02 0.05
C -0.43 0.99 -1.21 0.05
C 1.04 0.28 0.76 -0.43
C 1.36 -1.19 0.25 -0.21
H -2.33 -0.46 0.31 0.22
H -1.40 -0.29 1.82 0.22
H -1.88 1.16 1.14 0.21
H -0.58 2.04 -0.84 0.17
H -1.34 0.77 -1.85 0.17
H 1.74 0.98 0.30 0.21
H 1.08 0.47 1.84 0.22
H 1.54 -2.02 0.99 0.19
H 2.22 -1.23 -0.46 0.19
H 0.12 -1.36 -1.43 0.36
N 0.01 -1.29 -0.39 -0.62
F 0.66 0.91 -2.04 -0.37
```


--- x ---
C5H10FN | the ωB97M-V functional and the def2-TZVPD basis

Computed properties:
* charge: 0
* HOMO-LUMO gap: 10.41 eV
* HOMO level: -9.4 eV
* structure (SMILES): C[C@]1(N)C[C@H](F)C1

```
17
Properties=species:S:1:pos:R:3:nbo_charge:R:1
C 0.44 0.67 2.06 -0.62
C -0.18 0.23 0.82 0.12
C 0.44 0.83 -0.43 -0.43
C -0.09 -0.46 -1.27 0.18
C -0.05 -1.17 0.06 -0.48
H 1.50 0.25 1.96 0.22
H -0.13 0.37 2.99 0.21
H 0.45 1.82 2.09 0.23
H -1.97 0.07 -0.04 0.34
H -2.05 0.18 1.69 0.35
H 1.51 0.72 -0.24 0.22
H -0.01 1.85 -0.59 0.23
H -0.94 -0.43 -2.00 0.20
H 1.00 -1.45 0.12 0.23
H -0.61 -2.11 0.31 0.22
N -1.61 0.62 0.82 -0.83
F 1.02 -0.69 -2.16 -0.39
```


If you had to name the least stable structure above, which would it be? It would be x.